A molecular structure, C8H13ClF2N2O7P2S2. Source: OMol25; level of theory: ωB97M-V/def2-TZVPD.

```
37
C8H13ClF2N2O7P2S2, DFT ωB97M-V/def2-TZVPD
C -2.175 2.013 2.233
C -1.297 3.219 1.841
C -0.857 3.230 0.351
Cl 0.499 4.396 0.085
C -0.515 1.829 -0.159
C -1.319 1.241 -1.156
C -1.017 -0.031 -1.605
C 0.058 -0.691 -1.063
N 0.810 -0.129 -0.126
C 0.561 1.127 0.333
P 1.753 1.760 1.607
P 3.590 1.819 0.405
O 4.210 0.493 0.478
O 4.534 3.049 0.804
O 3.097 2.082 -1.106
H -2.379 2.117 3.309
H -3.141 2.025 1.714
H -1.667 1.046 2.125
H -0.395 3.319 2.454
H -1.906 4.119 2.018
H -1.700 3.594 -0.249
H -2.171 1.800 -1.539
H -1.656 -0.494 -2.351
H 0.325 -1.704 -1.354
H 1.604 -0.655 0.238
H 1.887 0.745 2.584
H 4.849 2.911 1.711
H 3.423 2.936 -1.437
N -0.655 -5.965 -0.897
S 0.079 -5.071 -1.965
O 0.270 -3.691 -1.606
O -0.188 -5.345 -3.337
F 1.545 -5.655 -1.798
S -2.181 -5.602 -0.729
O -2.749 -6.174 0.444
O -2.983 -5.626 -1.908
F -2.144 -4.038 -0.352
```

- HOMO-LUMO gap: 6.68 eV
- Multiplicity: 1
- Highest occupied orbital energy: -9.00 eV
- E_tot: -3087.8775 a.u.
- Energy above the lowest of the compared OMol25 structures with the same formula, charge and spin: 0.537 eV
- Lowest unoccupied orbital energy: -2.320 eV
- Largest force on an atom: 0.0445 Eh/bohr